1.
Below is a 2-piece molecular cluster, C2H3F2O2S overall, with properties calculated with wB97M-V/def2-TZVPD.

Its total charge is -1. The calculation puts the lowest unoccupied orbital energy at 3.798 eV.

Structure (XYZ):
```
10
Properties=species:S:1:pos:R:3:forces:R:3:mulliken_charge:R:1
C -0.526 1.441 0.404 -0.287 -0.745 -0.334 -0.21
C -0.154 -1.830 -1.008 -1.147 -2.602 0.469 -0.54
O 1.961 0.444 -0.231 -0.579 0.457 0.506 -0.57
O 0.305 1.492 1.560 0.625 0.408 -0.709 -0.42
F 0.629 -2.481 0.070 -0.472 0.728 -0.914 -0.25
F -1.396 -1.497 -0.280 1.065 0.273 -0.454 -0.25
S 0.726 0.144 0.517 0.221 0.803 0.177 0.59
H -0.384 2.169 -0.497 -0.327 -1.114 1.994 0.22
H -1.526 1.043 0.749 0.748 0.877 -1.283 0.22
H 0.363 -0.924 -1.284 0.153 0.916 0.549 0.20
```
Positions in Å, forces in eV/Å.

---

2.
Below is C17H19NPtS4Sb as an isolated structure, with properties calculated with wB97M-V/def2-TZVPD.

The expectation value of S² is 6.018. Its total charge is +1. Its spin multiplicity is 5. The calculation puts the lowest unoccupied orbital energy (spin up / spin down) at -3.629 / -5.981 eV.

Structure (XYZ):
```
43
Properties=species:S:1:pos:R:3:forces:R:3:mulliken_charge:R:1
Pt -0.493 -0.662 -0.723 -0.172 -0.140 0.405 1.29
C 1.595 -3.231 3.254 -0.020 -0.043 -0.004 -1.42
C 1.655 -2.681 1.823 0.016 0.000 -0.044 0.57
C 2.432 -3.623 0.910 0.030 -0.016 -0.029 -1.63
C 0.255 -2.387 1.327 0.067 -0.048 0.092 0.54
C -0.383 -3.157 0.346 0.009 -0.071 -0.109 -0.10
C -1.683 -2.869 -0.070 -0.089 -0.146 0.024 -1.05
C -2.427 -1.820 0.506 -0.115 -0.111 -0.010 0.61
C -3.861 -1.585 0.126 0.040 0.039 -0.016 -1.18
C -1.779 -1.033 1.467 -0.010 -0.045 0.042 -0.88
C -0.467 -1.322 1.870 0.063 0.167 0.006 -0.62
H 2.602 -3.433 3.622 -0.029 0.014 -0.014 0.42
H 1.032 -4.168 3.276 0.025 0.025 0.012 0.37
H 1.118 -2.532 3.942 0.003 -0.022 -0.034 0.36
H 2.185 -1.724 1.851 -0.009 0.023 0.013 0.33
H 2.007 -4.630 0.921 0.023 0.040 0.003 0.37
H 3.463 -3.703 1.257 -0.027 -0.005 -0.006 0.42
H 2.454 -3.268 -0.125 -0.012 -0.011 0.066 0.30
H 0.142 -3.975 -0.128 -0.011 0.010 0.020 0.37
H -2.148 -3.497 -0.819 -0.004 0.041 -0.033 0.48
H -3.941 -0.924 -0.739 0.018 -0.010 0.000 0.15
H -4.410 -1.128 0.948 0.011 -0.006 -0.011 0.40
H -4.347 -2.523 -0.136 0.004 0.004 0.011 0.39
H -2.319 -0.220 1.938 0.041 0.027 -0.033 0.40
H 0.003 -0.691 2.616 -0.021 -0.022 -0.020 0.46
S -0.002 -2.419 -5.411 0.103 0.001 -0.175 -0.17
Sb -0.006 -0.594 -3.939 -0.103 -0.083 0.652 1.04
S -1.949 -0.319 -2.710 0.026 0.205 -0.160 -0.51
S 1.435 -1.041 -2.180 0.135 -0.034 -0.184 -0.50
S 0.386 1.452 -5.008 -0.046 0.060 -0.198 -0.19
N -0.064 1.377 -0.178 -0.022 -0.149 -0.301 -0.65
C 0.138 2.486 -0.383 0.148 0.737 -0.080 0.30
C 0.391 3.886 -0.622 -0.086 -0.423 0.140 0.55
C -0.683 4.769 -0.699 -0.146 0.045 -0.009 -0.42
C -0.435 6.115 -0.904 0.013 -0.037 0.007 -0.56
C 0.873 6.567 -1.028 0.004 -0.001 -0.003 -0.35
C 1.940 5.679 -0.957 -0.024 -0.027 0.006 -0.56
C 1.704 4.331 -0.752 0.160 -0.005 -0.018 -0.42
H -1.695 4.399 -0.598 0.022 0.026 0.001 0.44
H -1.260 6.812 -0.963 0.015 -0.015 0.000 0.40
H 1.063 7.621 -1.180 -0.002 -0.018 -0.009 0.40
H 2.955 6.038 -1.056 -0.017 -0.007 0.001 0.40
H 2.522 3.625 -0.691 -0.011 0.032 0.002 0.45
```
Positions in Å, forces in eV/Å.

---

The following max |F| values (in Eh/bohr) correspond, in order, to the records above: 0.056, 0.015.
The following energy relative to the best compared isomer or geometry (same formula, charge and spin) values (in kcal/mol) correspond, in order, to the records above: 99.4, 26.6.